1.
# C38H55Cl20F10NO3

11 unconnected molecules or ions with the total composition C38H55Cl20F10NO3 at a distorted geometry (ωB97M-V/def2-TZVPD, OMol25).

LUMO (eV): -0.89
Total energy (eV): -325552.6655
Structure (SMILES): [H]/N=C\CC1=C(CCCO)C(=O)C(C(F)(F)C(F)(F)C(F)(F)F)=C(CCC(F)=C(F)F)C1=O.ClCCCl.ClCCCl.ClCCCl.ClCCCl.ClCCCl.ClCCCl.ClCCCl.ClCCCl.ClCCCl.ClCCCl
Maximum force (Eh/bohr): 0.0323
Spin multiplicity: 1

Cartesian coordinates (Å):
N 0.003 8.161 4.590
C -0.157 6.959 4.226
C 0.272 6.381 2.872
C 1.758 6.371 2.608
C 2.318 6.741 1.450
C 1.533 7.223 0.257
C 0.485 6.210 -0.276
C 0.717 5.739 -1.728
O 1.151 4.384 -1.723
C 3.817 6.692 1.340
O 4.432 7.586 0.808
C 4.468 5.494 1.987
C 5.664 4.789 1.395
F 5.305 3.565 0.940
F 6.644 4.562 2.310
C 6.365 5.498 0.205
F 5.523 5.754 -0.805
F 7.251 4.599 -0.290
C 7.215 6.761 0.606
F 7.123 7.725 -0.302
F 6.883 7.242 1.808
F 8.504 6.398 0.684
C 3.909 5.089 3.132
C 4.343 3.911 3.974
C 3.124 3.029 4.340
C 2.438 2.419 3.150
F 2.961 2.566 1.907
C 1.321 1.667 3.225
F 0.219 2.020 3.855
F 1.302 0.492 2.595
C 2.732 5.903 3.658
O 2.643 6.180 4.833
H 0.484 8.666 3.836
H -0.638 6.270 4.945
H -0.239 6.975 2.120
H -0.062 5.341 2.833
H 0.997 8.130 0.543
H 2.182 7.483 -0.576
H -0.528 6.614 -0.229
H 0.490 5.328 0.366
H 1.426 6.354 -2.277
H -0.236 5.749 -2.262
H 0.464 3.867 -1.291
H 5.041 3.258 3.468
H 4.725 4.289 4.921
H 3.471 2.198 4.956
H 2.400 3.572 4.944
Cl -1.736 0.149 -1.934
C 0.024 0.229 -1.658
C 0.367 0.503 -0.218
Cl -0.074 2.139 0.303
H 0.435 0.991 -2.317
H 0.433 -0.737 -1.953
H 1.441 0.411 -0.074
H -0.128 -0.184 0.452
Cl -2.868 3.877 -1.355
C -3.733 3.595 -2.890
C -2.810 3.606 -4.077
Cl -2.155 5.233 -4.408
H -4.511 4.348 -2.981
H -4.207 2.620 -2.805
H -3.357 3.299 -4.965
H -1.972 2.928 -3.934
Cl 0.358 1.712 7.667
C -0.663 3.144 7.957
C -1.112 3.788 6.671
Cl 0.246 4.545 5.799
H -0.099 3.840 8.574
H -1.531 2.808 8.522
H -1.833 4.577 6.884
H -1.579 3.066 6.005
Cl -5.892 -3.450 0.769
C -4.214 -2.988 0.381
C -4.013 -1.495 0.384
Cl -4.854 -0.694 -0.966
H -3.962 -3.419 -0.585
H -3.577 -3.442 1.139
H -2.953 -1.269 0.271
H -4.364 -1.046 1.310
Cl -0.555 -4.071 -1.091
C 1.214 -4.019 -0.820
C 1.571 -3.745 0.618
Cl 1.125 -2.083 1.093
H 1.622 -3.258 -1.472
H 1.611 -4.985 -1.127
H 2.647 -3.843 0.756
H 1.078 -4.431 1.297
Cl 0.175 -6.871 0.993
C -1.537 -7.364 1.086
C -2.316 -6.519 2.062
Cl -1.826 -6.815 3.750
H -1.569 -8.418 1.350
H -1.952 -7.249 0.087
H -3.375 -6.762 1.991
H -2.191 -5.457 1.858
Cl -4.475 2.519 -7.386
C -6.127 1.893 -7.149
C -6.912 2.707 -6.153
Cl -6.294 2.529 -4.488
H -6.050 0.853 -6.841
H -6.620 1.929 -8.119
H -7.947 2.370 -6.142
H -6.898 3.765 -6.403
Cl -2.292 -10.032 -0.126
C -1.082 -10.841 -1.157
C -0.186 -11.753 -0.362
Cl 0.893 -10.845 0.729
H -0.513 -10.071 -1.673
H -1.633 -11.417 -1.901
H 0.450 -12.323 -1.039
H -0.762 -12.451 0.239
Cl -2.562 -12.197 -4.644
C -4.270 -12.706 -4.573
C -5.073 -11.870 -3.610
Cl -4.598 -12.158 -1.917
H -4.295 -13.759 -4.302
H -4.675 -12.599 -5.578
H -6.128 -12.125 -3.692
H -4.959 -10.808 -3.814
Cl 3.754 -3.257 -2.829
C 4.091 -4.325 -4.215
C 3.354 -5.636 -4.107
Cl 3.972 -6.649 -2.777
H 5.167 -4.472 -4.271
H 3.770 -3.797 -5.111
H 3.481 -6.205 -5.026
H 2.290 -5.480 -3.942

2.
# C3H6N2O2

C3H6N2O2 in the gas phase at a distorted geometry (ωB97M-V/def2-TZVPD, OMol25).

LUMO (eV): 0.99
Total energy (eV): -10279.5336
Structure (SMILES): O=C(NO)N1CC1
Relative energy (zero: lowest compared OMol25 entry of this formula, charge and spin) (kcal per mole): 121.39
Maximum force (Eh/bohr): 0.1252
Spin multiplicity: 1

Cartesian coordinates (Å):
C -1.051 -0.178 -0.046
C 1.188 -1.043 0.167
C 1.164 0.183 0.906
H -0.177 1.368 -1.075
H -2.793 0.673 -0.976
H 2.150 -1.455 -0.350
H 0.529 -1.782 0.644
H 2.116 0.815 0.782
H 0.780 0.215 1.984
N -1.734 0.484 -0.994
N 0.436 0.092 -0.255
O -1.062 1.507 -1.693
O -1.546 -0.878 0.906